Entry from the Open Molecules 2025 dataset: a molecular structure, C9H14N4O3 at a distorted geometry (the ωB97M-V functional and the def2-TZVPD basis).

Summary:
energy above the lowest of the compared OMol25 structures with the same formula, charge and spin = 108.9 kcal/mol
2S+1 = 1
HOMO-LUMO gap = 9.36 eV
HOMO level = -8.913 eV
net charge = 0
LUMO = 0.5 eV

Last column: Löwdin charge in e.
Element x y z (Å)
H1 4.97177 -2.46177 -0.92414  0.11
H2 5.99007 -1.10632 0.53280  0.18
N1 3.13472 -1.44580 -0.62045  0.09
N2 1.32458 2.12131 -0.70934  0.06
N3 4.94495 -0.92838 0.40904  0.02
C1 -3.72273 0.76701 -0.70692  -0.06
C2 -0.70624 0.98079 0.06778  -0.39
C3 2.83800 -0.27231 0.21227  -0.30
H3 -5.02757 -0.76380 1.36025  0.09
C4 4.34841 -1.80601 -0.37169  -0.27
H4 0.65062 0.25620 -1.22281  0.12
C5 4.00039 0.06391 0.84361  -0.02
C6 -3.54675 -1.49639 0.18901  -0.40
H5 -1.14252 -0.65324 -1.17010  0.18
N4 -1.58855 0.01741 -0.47817  0.11
H6 -3.92417 0.39754 -1.79375  0.14
O1 -0.99531 1.82620 0.99645  0.00
H7 0.84160 -1.23674 0.35211  0.21
H8 0.82546 2.81878 -0.03160  0.12
H9 -4.82775 0.70049 -0.22861  0.13
H10 -2.98429 0.37978 1.11460  0.13
C7 1.46356 -0.07374 0.61673  -0.11
H11 4.07159 0.72018 1.70372  0.11
H12 -3.34243 1.70691 -0.66397  0.05
H13 0.93549 2.39758 -1.60624  0.07
C8 0.70085 0.86433 -0.32687  -0.42
O2 -4.60508 -1.50204 1.00162  0.14
H14 1.30912 0.22194 1.75950  0.16
O3 -3.01056 -2.42522 -0.47723  0.08
C9 -2.92721 -0.06861 0.17241  -0.30

Entry from the Open Molecules 2025 dataset: a gas-phase ion, C9H14N4P (charge +1) at a distorted geometry (the ωB97M-V functional and the def2-TZVPD basis).

Summary:
energy above the lowest of the compared OMol25 structures with the same formula, charge and spin = 0.0 kcal/mol
2S+1 = 1
SMILES = CN/C=C\[N+]1=CP=C2N(C)C=CN2C1
HOMO-LUMO gap = 7.66 eV
HOMO level = -11.176 eV
net charge = +1
LUMO = -3.5 eV

Last column: Löwdin charge in e.
Element x y z (Å)
H1 2.35543 -3.08356 -1.70598  0.07
N1 -2.60839 0.43717 1.19204  -0.09
C1 -1.09749 0.40476 -1.01069  -0.38
C2 1.26795 -0.64284 -1.29789  -0.45
C3 -1.35155 2.24328 0.35814  -0.12
C4 -3.45513 -0.03978 2.31064  -0.11
C5 0.84433 1.30770 0.08631  -0.09
H2 -2.00902 0.77979 -1.34847  0.08
H3 -3.01319 2.50990 1.51737  0.13
H4 3.33684 1.88452 -1.55189  0.13
C6 2.35158 -2.60211 -2.61412  0.03
N2 2.16994 -1.18384 -2.11929  -0.08
N3 1.68318 0.62858 -0.90284  -0.01
H5 0.86868 0.78614 0.98176  0.12
C7 2.88032 0.91618 -1.55589  0.00
H6 3.26735 -2.79415 -3.19760  0.12
H7 -3.53050 -1.14942 2.43124  0.08
H8 -3.08630 0.26413 3.40384  0.12
N4 -0.49145 1.41088 -0.36980  -0.17
C8 -2.31649 1.76987 1.17717  -0.12
H9 -0.98924 3.30139 0.31305  0.14
H10 -4.55385 0.22081 2.13016  0.10
P1 -0.46267 -1.13579 -1.45814  1.03
C9 3.25592 -0.20892 -2.22172  0.02
H11 4.18536 -0.45612 -2.67389  0.12
H12 1.17741 2.33989 0.32650  0.16
H13 -1.78393 -0.16288 1.11438  0.10
H14 1.50597 -2.91472 -3.18557  0.08

Entry from the Open Molecules 2025 dataset: a molecular structure, C9H14NO5Pd (the ωB97M-V functional and the def2-TZVPD basis).

Summary:
energy above the lowest of the compared OMol25 structures with the same formula, charge and spin = 0.0 kcal/mol
2S+1 = 1
HOMO-LUMO gap = 7.37 eV
HOMO level = -4.225 eV
net charge = -1
LUMO = 3.1 eV

Last column: Löwdin charge in e.
Element x y z (Å)
C1 1.18787 -2.18140 1.88285  -0.69
N1 0.94500 1.80613 -1.56684  0.06
O1 -0.70368 2.00637 2.02936  0.06
C2 0.15866 0.90606 -1.52794  -0.43
H1 3.17603 -1.70537 2.55092  0.12
H2 0.42973 -0.83097 -3.57116  0.08
H3 -1.46343 -0.89797 -0.37249  0.07
H4 1.95422 -1.67302 3.82842  0.12
H5 -2.03408 1.90722 -2.81120  0.08
C3 0.92331 0.59536 3.04033  -0.17
H6 0.09001 -0.10563 2.99708  0.13
O2 1.45162 2.61351 1.82991  0.06
H7 -0.85992 1.33269 -3.99936  0.08
O3 0.61046 -1.54141 0.95561  -0.13
C4 -1.59618 1.01419 -3.25977  -0.07
C5 -0.93833 0.13982 -2.19070  -0.62
C6 -0.30911 -1.10902 -2.81721  -0.06
C7 0.63128 1.78780 2.16095  -0.60
H8 -0.78397 2.80716 1.49059  0.12
O4 1.07360 -3.37632 2.16149  -0.02
C8 2.16030 -1.39119 2.78956  -0.13
C9 -1.95940 -0.28927 -1.13006  -0.06
H9 -2.39335 0.58435 -0.63917  0.08
H10 -1.08395 -1.71807 -3.28961  0.08
H11 -2.38716 0.45527 -3.76624  0.08
H12 1.01227 0.99211 4.06488  0.14
Pd1 1.15141 0.41553 0.14653  0.61
H13 0.18322 -1.69891 -2.04288  0.08
O5 2.14222 0.01994 2.64315  -0.16
H14 -2.76865 -0.86498 -1.58698  0.08

Entry from the Open Molecules 2025 dataset: 2 unconnected molecules or ions with the total composition C9H14O at a distorted geometry (the ωB97M-V functional and the def2-TZVPD basis).

Summary:
energy above the lowest of the compared OMol25 structures with the same formula, charge and spin = 23.6 kcal/mol
2S+1 = 2
HOMO-LUMO gap (alpha / beta) = 3.01 / 7.29 eV
HOMO level (alpha / beta) = 0.772 / -3.550 eV
net charge = -1
LUMO (alpha / beta) = 3.8 / 3.7 eV

Last column: Löwdin charge in e.
Element x y z (Å)
C1 0.30145 1.72604 2.95700  -0.19
H1 -0.74275 1.83716 1.06510  0.04
H2 -0.05097 1.88886 -1.08837  0.05
H3 1.99800 -2.50519 1.07763  0.05
H4 -1.94274 -1.88744 -1.50412  0.09
C2 1.21192 -1.17676 -0.35876  -0.35
H5 0.06576 -2.95992 -0.01815  0.06
H6 2.15860 0.66241 -0.70967  0.08
H7 2.79501 -1.09257 1.03911  0.06
C3 -1.07451 -1.39124 -1.06269  -0.11
H8 0.34193 0.65774 2.78546  0.06
C4 1.18785 0.15380 -0.72022  -0.15
H9 0.05958 2.13934 3.97291  0.07
C5 0.01007 0.81117 -1.10624  -0.15
H10 -1.74157 2.17143 2.39627  0.06
C6 2.40498 -1.83228 0.33560  -0.10
C7 -1.11263 -0.04574 -1.33201  -0.43
O1 -2.33229 0.48561 -1.60044  -0.07
H11 1.34869 1.96961 3.01054  0.04
H12 3.08023 -2.32652 -0.36238  0.06
H13 -2.36043 1.23336 -2.23404  0.07
H14 -0.54112 3.41685 1.97316  0.06
C8 -0.72056 2.33578 2.04069  -0.17
C9 0.05777 -1.99621 -0.49601  -0.13

Entry from the Open Molecules 2025 dataset: 2 unconnected molecules or ions with the total composition C9H14O at a distorted geometry (the ωB97M-V functional and the def2-TZVPD basis).

Summary:
energy above the lowest of the compared OMol25 structures with the same formula, charge and spin = 6.7 kcal/mol
2S+1 = 2
HOMO-LUMO gap (alpha / beta) = 3.11 / 7.08 eV
HOMO level (alpha / beta) = 0.645 / -3.378 eV
net charge = -1
LUMO (alpha / beta) = 3.8 / 3.7 eV

Last column: Löwdin charge in e.
Element x y z (Å)
H1 2.36214 -3.13792 -1.57454  0.06
C1 1.56074 -2.95182 -0.84683  -0.11
C2 -3.27112 0.04800 2.29382  -0.18
C3 -3.30388 0.78852 0.94982  -0.16
H2 1.15286 0.88899 1.79533  0.06
H3 -2.81597 1.76356 1.02541  0.06
C4 1.51982 -0.90310 0.57293  -0.14
H4 0.91860 -1.17569 -2.72607  0.06
C5 1.24083 0.50599 0.78764  -0.11
C6 0.86292 -0.69071 -1.75437  -0.14
H5 0.36753 1.29664 -2.42286  0.07
H6 -2.39816 -0.60083 2.38433  0.06
O1 0.44582 2.59191 -0.05206  -0.03
H7 1.58991 -1.55263 1.43753  0.06
C7 0.68070 1.22997 -0.26076  -0.42
C8 0.58781 0.70689 -1.53089  -0.13
H8 -3.30158 0.67995 3.19160  0.05
H9 -4.27675 0.92989 0.48758  0.05
H10 1.82508 -3.40325 0.10628  0.05
C9 1.29312 -1.47757 -0.67101  -0.39
H11 0.68759 -3.45901 -1.29839  0.06
H12 -2.61482 0.24447 0.31002  0.06
H13 -4.14683 -0.58385 2.40821  0.04
H14 -0.09295 2.87905 -0.79456  0.06

Entry from the Open Molecules 2025 dataset: 2 unconnected molecules or ions with the total composition C9H14O at a distorted geometry (the ωB97M-V functional and the def2-TZVPD basis).

Summary:
energy above the lowest of the compared OMol25 structures with the same formula, charge and spin = 13.0 kcal/mol
2S+1 = 2
HOMO-LUMO gap (alpha / beta) = 2.93 / 7.04 eV
HOMO level (alpha / beta) = 0.877 / -3.323 eV
net charge = -1
LUMO (alpha / beta) = 3.8 / 3.7 eV

Last column: Löwdin charge in e.
Element x y z (Å)
H1 0.56884 -2.11534 1.63348  0.06
C1 1.57429 -2.36938 1.28476  -0.17
H2 0.22126 2.73352 -2.38373  0.06
C2 2.53245 -1.21176 1.53564  -0.18
C3 -1.51750 0.54910 0.29775  -0.15
H3 2.92713 -0.65724 0.69050  0.06
H4 -2.81962 -1.46446 -0.93105  0.06
H5 -2.16920 -0.03264 0.94651  0.06
H6 -1.14727 2.25649 1.60735  0.07
H7 2.24540 -0.43189 2.25303  0.05
C4 -1.20815 -0.06948 -0.92692  -0.39
C5 -0.41461 2.59012 -0.35094  -0.41
C6 -0.17504 2.05823 -1.64802  -0.10
H8 -1.28437 -2.24580 -0.83152  0.05
H9 1.89110 -3.30294 1.74185  0.05
C7 -0.92981 1.79186 0.64722  -0.15
O1 -0.25724 3.95080 -0.23581  -0.01
H10 -0.40555 4.20805 0.66499  0.06
C8 -0.54512 0.69791 -1.87476  -0.14
H11 -1.76295 -1.53847 -2.37855  0.06
H12 -0.26086 0.17334 -2.78880  0.07
H13 1.37031 -2.53203 0.22242  0.06
H14 3.35223 -1.64870 2.12635  0.05
C9 -1.78572 -1.38930 -1.30177  -0.11